Entry 1:
One molecule with the formula C5H9Cl2F at a distorted geometry, computed with ωB97M-V/def2-TZVPD.

```
17
Properties=species:S:1:pos:R:3:forces:R:3:mulliken_charge:R:1
C 0.3645 -0.0432 1.5137 -2.2 1.9 -0.3 -1.618
C 0.0740 0.0047 -0.0049 -0.5 -1.5 0.4 1.290
C 0.7450 1.2444 -0.5812 0.7 0.4 0.4 -1.681
C 0.5782 -1.3482 -0.6343 0.6 0.6 0.6 -1.647
C -1.5067 0.0712 -0.3078 0.8 0.4 0.2 0.581
H -0.2225 0.8354 1.9191 0.9 -0.8 0.0 0.367
H -0.0675 -0.9052 1.9901 0.1 -0.6 0.1 0.419
H 1.4024 0.1018 1.7595 0.4 -0.1 -0.1 0.416
H 1.8386 1.0845 -0.5993 -0.5 -0.1 0.0 0.411
H 0.5856 2.1659 0.0245 -0.1 -0.8 -0.3 0.391
H 0.4236 1.4538 -1.5849 -0.1 0.1 -0.5 0.406
H 1.6833 -1.3569 -0.7141 -0.5 0.2 0.2 0.371
H 0.3009 -2.1942 0.0079 -0.1 0.3 -0.2 0.397
H 0.1970 -1.5258 -1.6215 -0.3 0.0 -0.5 0.414
F -1.7089 -0.0215 -1.6332 0.4 0.4 -0.8 -0.210
Cl -2.1582 1.6925 0.1684 -0.1 -0.7 0.2 -0.156
Cl -2.5291 -1.2592 0.2980 0.4 0.3 0.7 -0.151
```
Forces are in eV/Å.

The HOMO energy is -0.409 Eh. The calculation puts the molar mass at 159.03 g mol⁻¹. As for the SMILES: CC(C)(C)C(F)(Cl)Cl. As for the net charge: 0. As for the gap between HOMO and LUMO: 11.826 eV. The value obtained for the LUMO energy is 0.7 eV. The relative energy (zero: lowest compared OMol25 entry of this formula, charge and spin) comes out at 4.7 kcal per mole.

=====

Entry 2:
A 2-piece molecular cluster, C3H7INO overall at a distorted geometry, computed with ωB97M-V/def2-TZVPD.

```
13
Properties=species:S:1:pos:R:3:forces:R:3:mulliken_charge:R:1
C -0.5101 -0.4118 -1.3380 -3.0 -2.4 2.1 -0.287
C -2.5712 1.9546 0.3435 -0.1 0.2 -1.3 -0.139
C 1.4951 -0.3685 0.0637 2.3 -1.2 1.2 -0.772
N 0.1529 -0.9290 -0.1389 -1.5 1.2 0.2 -0.108
O -1.7732 1.0571 0.3204 0.3 0.1 0.5 -0.410
I -4.0983 2.2172 1.7060 -0.1 0.0 0.4 0.172
H 0.0167 -0.0748 -2.1384 2.5 1.3 -1.9 0.344
H -2.6353 2.6935 -0.4920 0.2 -0.2 0.5 0.354
H 1.9693 -0.2963 -0.8850 0.4 -0.2 -0.8 0.345
H 1.2060 0.5928 0.3264 0.5 2.1 1.0 0.369
H 2.2779 -0.8545 0.7936 -2.2 0.7 -1.1 0.296
H -0.5404 -0.5447 0.5763 0.9 -0.5 -0.4 0.475
H 0.0466 -1.9266 -0.0576 0.0 -0.9 -0.3 0.360
```
Forces are in eV/Å.

The HOMO energy (spin up / spin down) is -0.491 / -0.491 Eh. The calculation puts the molar mass at 200.00 g mol⁻¹. As for the net charge: +1. As for the gap between HOMO and LUMO (spin up / spin down): 7.669 / 7.768 eV. The value obtained for the LUMO energy (spin up / spin down) is -5.7 / -5.6 eV. The relative energy (zero: lowest compared OMol25 entry of this formula, charge and spin) comes out at 122.3 kcal per mole.

=====

Entry 3:
C8H17EuP2 as an isolated structure at a distorted geometry, computed with ωB97M-V/def2-TZVPD.

```
28
Properties=species:S:1:pos:R:3:forces:R:3:mulliken_charge:R:1
C -0.1640 0.2277 -2.1869 2.1 -1.8 -0.4 -0.158
C -1.3031 -0.5605 -2.4588 0.5 -0.3 0.2 -0.898
C -0.8854 -1.8744 -2.8159 0.4 0.5 0.0 -0.384
C 0.5378 -1.9241 -2.8194 -0.3 0.5 0.4 -0.726
C 1.0411 -0.6636 -2.4272 -2.3 1.5 0.4 -0.433
Eu 2.3351 1.6853 0.1442 0.3 0.0 -0.3 0.005
P 0.2405 3.7073 0.2904 0.0 0.3 0.1 -0.192
H -0.1297 1.2894 -1.9231 -0.1 -0.3 -0.1 0.433
H -2.3357 -0.2177 -2.3971 0.2 -0.1 0.0 0.416
H -1.5481 -2.6983 -3.0725 0.1 0.2 0.0 0.387
H 2.0843 -0.3414 -2.3511 -0.3 -0.2 -0.1 0.212
H 1.1424 -2.7972 -3.0652 -0.2 0.2 0.1 0.368
H -1.1785 3.5388 0.1024 0.3 0.1 0.0 0.062
H 0.3679 4.8155 -0.6151 -0.4 0.0 0.2 0.035
H 0.1388 4.5142 1.4747 0.1 -0.3 -0.4 0.054
C 0.7737 -0.3600 3.2434 0.1 0.2 0.4 -1.236
P 0.5386 -0.1222 1.4470 -0.2 -0.2 -0.4 0.439
C 0.4741 -1.8659 0.8921 0.0 -0.4 0.0 -1.117
C -1.2375 0.3152 1.3669 -0.4 0.0 0.1 -1.016
H 1.4518 -1.2078 3.4035 -0.1 0.3 0.1 0.386
H -0.2010 -0.5567 3.7131 0.4 0.0 0.1 0.328
H 1.2233 0.5460 3.6753 -0.2 -0.3 0.0 0.283
H 0.5737 -2.5265 1.7646 -0.1 0.0 -0.3 0.413
H -0.4697 -2.0632 0.3676 0.3 0.0 0.0 0.256
H 1.2980 -2.0570 0.1940 -0.3 0.0 0.1 0.272
H -1.7326 -0.0925 2.2591 -0.1 0.1 -0.2 0.421
H -1.3572 1.4061 1.3354 0.0 -0.3 0.1 0.194
H -1.6785 -0.1166 0.4587 0.2 0.2 0.2 0.195
```
Forces are in eV/Å.

The HOMO energy (spin up / spin down) is -0.049 / -0.090 Eh. The calculation puts the molar mass at 327.14 g mol⁻¹. The spin multiplicity is 8. As for the net charge: -1. As for the gap between HOMO and LUMO (spin up / spin down): 4.401 / 5.202 eV. The value obtained for the LUMO energy (spin up / spin down) is 3.1 / 2.8 eV. The relative energy (zero: lowest compared OMol25 entry of this formula, charge and spin) comes out at 0.0 kcal per mole.

=====

Entry 4:
C53H46Cl3IrN8OS3Si as an isolated structure at a distorted geometry, computed with ωB97M-V/def2-TZVPD.

```
116
Properties=species:S:1:pos:R:3:forces:R:3:mulliken_charge:R:1
Ir -0.4001 -0.0628 0.2782 0.0 -0.4 -0.2 1.517
N 0.2529 -1.8181 -0.7175 -0.6 0.2 -0.2 -0.101
S 0.9820 -2.5101 -1.7435 0.2 -0.1 0.1 2.191
N 2.5490 -2.9881 -1.4210 0.1 -0.1 -0.3 -0.157
S 3.5944 -2.0153 -0.8518 0.0 0.1 0.1 1.333
N 3.6725 -1.6930 0.6521 0.1 0.0 0.2 -0.627
S 2.3263 -1.3819 1.5460 0.1 0.2 -0.1 1.786
N 1.4590 -0.3121 1.0539 -0.9 -0.1 0.6 -0.714
C 3.1720 -0.8160 3.0098 0.0 0.0 0.2 -0.129
C 4.1147 -1.5644 3.7063 0.0 0.0 0.0 -0.630
C 4.6986 -1.0106 4.8321 0.0 0.0 0.0 -0.781
C 4.3566 0.2755 5.2391 0.0 0.0 0.1 -0.746
C 3.4303 1.0167 4.5188 0.0 0.0 0.1 -0.956
C 2.8208 0.4681 3.3998 -0.1 -0.1 0.0 -0.016
C 1.7870 -3.0756 1.8989 0.2 -0.2 0.1 1.446
C 0.4385 -3.3694 2.0386 0.1 0.0 -0.1 -0.023
C 0.0607 -4.6551 2.4033 -0.1 -0.1 0.0 -1.079
C 1.0157 -5.6374 2.6201 0.0 0.0 0.0 -0.720
C 2.3633 -5.3514 2.4229 0.0 0.0 0.0 -1.199
C 2.7560 -4.0755 2.0493 -0.3 0.1 -0.1 -0.704
C 5.1332 -2.8040 -1.1663 0.1 0.1 -0.2 -0.022
C 5.2126 -3.7410 -2.1797 -0.1 -0.2 -0.1 -0.085
C 6.4600 -4.2538 -2.5096 -0.1 -0.1 0.0 -0.871
C 7.5908 -3.8200 -1.8347 0.1 -0.1 0.0 -0.505
C 7.4872 -2.8848 -0.8143 0.0 0.1 0.1 -0.781
C 6.2494 -2.3613 -0.4732 0.1 0.1 0.1 -0.559
C 3.7168 -0.4963 -1.7702 0.2 0.1 0.0 0.887
C 4.0805 -0.5659 -3.1122 0.1 -0.1 0.0 -0.629
C 4.2451 0.6119 -3.8172 0.1 0.0 -0.1 -0.967
C 4.0478 1.8359 -3.1855 0.0 0.0 0.0 -0.813
C 3.6952 1.8891 -1.8452 0.0 0.0 0.0 -0.502
C 3.5424 0.7159 -1.1171 -0.1 -0.1 -0.1 -0.228
C 0.3350 -4.1271 -2.0644 -0.1 -0.1 0.0 -0.186
C -0.5731 -4.3225 -3.0936 -0.1 -0.1 0.0 -0.103
C -1.2744 -5.5200 -3.1418 0.0 0.0 0.0 -0.992
C -1.0843 -6.4826 -2.1582 0.0 0.0 0.0 -0.592
C -0.1650 -6.2702 -1.1357 -0.1 0.0 0.0 -0.750
C 0.5543 -5.0883 -1.0862 0.2 0.0 0.0 -0.256
C 1.2082 -1.7969 -3.3708 0.1 -0.3 -0.2 -0.053
C 0.9891 -0.4442 -3.5145 -0.2 0.0 0.0 0.513
C 1.1877 0.1417 -4.7593 0.0 0.0 -0.1 -0.889
C 1.6262 -0.6286 -5.8267 0.0 0.1 0.0 -0.702
C 1.8840 -1.9886 -5.6598 0.0 0.0 0.1 -1.069
C 1.6814 -2.5823 -4.4240 0.0 0.1 0.0 -0.164
H 4.3930 -2.5632 3.3949 -0.1 0.1 0.0 0.313
H 5.4122 -1.5940 5.4019 0.0 0.1 0.0 0.429
H 4.7999 0.6898 6.1398 0.0 0.0 -0.1 0.393
H 3.1581 2.0195 4.8309 0.0 -0.1 0.0 0.524
H 2.0715 1.0153 2.8339 0.1 0.0 0.1 0.365
H -0.3120 -2.6209 1.8381 0.1 -0.2 0.0 0.094
H -0.9967 -4.8809 2.5116 0.2 0.0 0.0 0.524
H 0.7143 -6.6314 2.9296 0.0 0.0 0.0 0.465
H 3.1152 -6.1200 2.5623 -0.1 0.0 0.0 0.470
H 3.7948 -3.8706 1.8373 0.0 0.0 0.1 0.304
H 4.3036 -4.0667 -2.6762 0.2 0.0 0.0 0.400
H 6.5439 -4.9952 -3.2940 0.0 0.0 0.0 0.445
H 8.5645 -4.2146 -2.1052 -0.1 0.0 0.0 0.405
H 8.3714 -2.5596 -0.2806 0.0 0.0 0.0 0.436
H 6.1338 -1.6289 0.3205 0.1 -0.1 -0.1 0.439
H 4.2237 -1.5276 -3.5976 0.0 0.2 0.0 0.517
H 4.5194 0.5739 -4.8660 0.0 0.0 0.1 0.430
H 4.1748 2.7561 -3.7454 0.0 -0.1 0.0 0.437
H 3.5380 2.8436 -1.3563 0.0 -0.1 0.0 0.386
H 3.2646 0.7358 -0.0711 0.1 0.0 0.0 0.720
H -0.7455 -3.5551 -3.8384 -0.1 0.0 0.1 0.508
H -1.9823 -5.6913 -3.9455 0.0 0.0 0.1 0.424
H -1.6628 -7.3998 -2.1832 0.1 0.1 0.0 0.401
H -0.0194 -7.0196 -0.3661 0.0 0.0 -0.1 0.469
H 1.2876 -4.9071 -0.3033 -0.2 0.0 -0.1 0.297
H 0.6722 0.1312 -2.6564 -0.1 0.1 0.0 -0.657
H 0.9963 1.2008 -4.8890 0.0 0.0 0.0 0.592
H 1.7789 -0.1665 -6.7984 0.0 -0.1 0.1 0.455
H 2.2462 -2.5805 -6.4938 -0.1 0.0 0.1 0.451
H 1.8791 -3.6392 -4.2721 0.0 0.1 0.0 0.539
Cl -3.1498 3.3025 -6.2596 0.1 -0.1 0.1 -0.241
C -2.5665 2.4005 -4.8861 0.0 0.0 0.0 0.401
C -1.6707 2.9795 -4.0113 0.1 0.1 0.0 -0.975
C -1.2466 2.2747 -2.8957 0.1 -0.3 0.1 1.070
Cl -0.0304 2.9791 -1.8961 0.1 0.0 0.3 -0.098
C -1.7161 0.9817 -2.5778 -0.4 -0.2 0.3 -1.311
O -1.4263 0.2600 -1.5181 0.7 0.6 -0.3 -0.673
C -2.5591 0.4194 -3.5651 -0.1 0.0 0.1 0.794
Cl -3.0877 -1.2205 -3.3224 0.0 0.1 0.0 -0.214
C -3.0010 1.1046 -4.6808 -0.1 -0.2 0.0 -0.770
H -1.2979 3.9803 -4.1889 0.0 -0.1 0.0 0.479
H -3.6819 0.6303 -5.3774 0.1 0.0 0.1 0.450
C -2.9940 1.8623 3.3735 -0.2 0.0 0.2 -1.301
Si -2.6774 1.8334 1.5256 0.0 0.0 -0.1 1.012
C -3.4285 3.3611 0.7478 -0.2 0.2 -0.1 -1.143
C -3.6390 0.3794 0.8183 0.0 -0.2 0.0 -1.002
N -0.9815 1.7164 1.1312 0.8 0.3 -0.1 0.884
C -0.0540 2.6926 1.4935 -0.3 -0.1 -0.1 0.486
C -0.4211 3.8003 2.2936 0.1 0.1 0.1 -0.658
C 0.5037 4.7504 2.7098 -0.3 -0.1 0.0 -1.037
C 1.8391 4.6740 2.3412 0.1 0.0 0.0 -1.247
C 2.2160 3.6365 1.4999 -0.1 -0.1 -0.1 -0.407
C 1.2978 2.6832 1.0723 -0.2 0.2 0.1 0.701
H -4.0761 1.9508 3.5569 0.2 0.0 0.0 0.403
H -2.4932 2.6854 3.8936 -0.1 -0.2 0.0 0.340
H -2.6521 0.9238 3.8237 -0.1 0.1 0.0 0.269
H -4.4696 3.4539 1.0902 0.2 0.0 -0.1 0.374
H -3.4430 3.2485 -0.3444 0.0 0.0 0.1 0.197
H -2.9044 4.2926 0.9844 -0.1 -0.1 -0.1 0.358
H -4.5297 0.7401 0.2903 0.1 0.0 0.1 0.413
H -3.9560 -0.2961 1.6215 0.0 0.1 -0.1 0.276
H -3.0620 -0.2139 0.1050 -0.2 0.0 0.0 0.110
H -1.4550 3.9091 2.6015 0.2 0.1 0.0 0.269
H 0.1679 5.5724 3.3361 0.0 -0.1 0.0 0.405
H 2.5603 5.4096 2.6871 -0.1 -0.1 -0.1 0.373
H 3.2492 3.5684 1.1626 -0.1 0.0 0.0 0.404
H 1.6099 1.9112 0.3941 0.1 -0.1 -0.1 -0.037
N 0.7399 -2.1500 6.0184 -0.2 0.4 -0.4 -0.696
C 0.2206 -1.4883 5.2184 0.1 -0.2 -0.4 0.634
N -0.3750 -0.6641 4.3623 0.1 0.0 0.5 -0.729
C -0.6610 -0.7720 3.1498 -0.5 0.1 -0.3 0.777
N -1.1168 -0.7789 2.0460 1.0 0.3 0.1 -0.685
```
Forces are in eV/Å.

The HOMO energy is -0.236 Eh. The calculation puts the molar mass at 1233.87 g mol⁻¹. As for the net charge: 0. As for the gap between HOMO and LUMO: 5.792 eV. The value obtained for the LUMO energy is -0.6 eV. The relative energy (zero: lowest compared OMol25 entry of this formula, charge and spin) comes out at 143.0 kcal per mole.

=====

Entry 5:
One molecule with the formula C5H8N2, computed with ωB97M-V/def2-TZVPD.

```
15
Properties=species:S:1:pos:R:3:forces:R:3:mulliken_charge:R:1
C 0.4476 -1.2441 -2.1950 0.0 -0.1 -0.1 -0.783
N 0.4418 -0.5207 -0.9497 -0.1 0.0 -0.1 0.631
C -0.6228 0.0482 -0.3391 0.0 0.0 -0.1 -0.371
C -0.1671 0.5974 0.8310 0.0 -0.2 0.3 0.457
C -0.9761 1.1668 1.9519 -0.1 0.4 -0.4 -1.187
C 1.2022 0.2608 0.8546 0.1 0.1 0.0 -0.415
N 1.5642 -0.4063 -0.2337 -0.1 0.1 0.1 -0.886
H 0.3560 -2.3189 -2.0164 0.0 0.1 -0.1 0.277
H 1.3864 -1.0349 -2.7076 -0.1 -0.1 0.0 0.283
H -0.3905 -0.9013 -2.8059 0.1 -0.1 0.0 0.302
H -1.6232 -0.0017 -0.7487 0.2 0.0 -0.1 0.359
H -0.9583 0.4302 2.7372 -0.2 -0.1 0.6 0.258
H -2.0184 1.3468 1.6615 0.2 -0.1 0.0 0.322
H -0.5766 2.1137 2.3307 0.0 -0.2 0.0 0.312
H 1.9350 0.4640 1.6291 -0.1 0.0 -0.2 0.440
```
Forces are in eV/Å.

The HOMO energy is -0.324 Eh. The calculation puts the molar mass at 96.13 g mol⁻¹. As for the SMILES: Cc1cnn(C)c1. As for the net charge: 0. As for the gap between HOMO and LUMO: 9.826 eV. The value obtained for the LUMO energy is 1.0 eV. The relative energy (zero: lowest compared OMol25 entry of this formula, charge and spin) comes out at 14.0 kcal per mole.

=====

Entry 6:
A 2-piece molecular cluster, C6H11N3 overall at a distorted geometry, computed with ωB97M-V/def2-TZVPD.

```
20
Properties=species:S:1:pos:R:3:forces:R:3:mulliken_charge:R:1
C -3.0815 -0.5849 0.1554 0.0 -0.1 0.2 -1.197
C -1.7984 -0.0532 -0.4061 -0.2 -0.4 0.0 0.793
N -1.6021 1.1914 -0.4568 0.1 0.0 -0.2 -0.678
C -0.9051 -1.1152 -0.9571 -0.4 1.0 -0.6 0.349
N -0.3192 -1.8421 -1.6278 -0.1 -0.2 0.2 -0.516
H -0.7241 1.4798 -0.8853 0.1 -0.3 0.1 0.323
H -3.6685 0.2257 0.5781 0.1 0.1 0.0 0.323
H -3.6548 -1.0668 -0.6361 0.0 -0.1 0.0 0.319
H -2.8794 -1.3299 0.9248 0.0 -0.1 0.0 0.318
C 2.4802 -0.2346 -0.5971 -0.3 0.0 -0.2 -1.215
C 1.4928 0.3911 0.3430 0.9 -0.2 0.9 0.698
N 0.7605 -0.5423 1.0944 -0.1 0.3 0.1 -0.388
C 1.4353 1.7081 0.5620 -0.5 -0.1 -0.5 -1.160
H 0.3246 -0.1517 1.9184 0.1 0.0 0.0 0.227
H 1.2440 -1.4062 1.2990 0.0 0.1 -0.1 0.229
H 2.9422 0.5159 -1.2310 0.1 0.1 0.0 0.345
H 3.2574 -0.7581 -0.0393 0.1 0.0 0.1 0.304
H 1.9778 -0.9621 -1.2336 0.0 -0.1 0.0 0.281
H 0.7291 2.1427 1.2500 -0.1 0.0 0.3 0.324
H 1.9892 2.3925 -0.0547 0.2 0.1 -0.1 0.321
```
Forces are in eV/Å.

The HOMO energy is -0.313 Eh. The calculation puts the molar mass at 125.17 g mol⁻¹. As for the SMILES: [H]/N=C(/C)C#N.C=C(C)N. As for the net charge: 0. As for the gap between HOMO and LUMO: 9.253 eV. The value obtained for the LUMO energy is 0.7 eV. The relative energy (zero: lowest compared OMol25 entry of this formula, charge and spin) comes out at 33.3 kcal per mole.